13
Properties=species:S:1:pos:R:3:forces:R:3 method="wB97M-V/def2-TZVPD" smiles="C#[N+][O-].C=C(C)I" e_homo_ev=-9.5 e_lumo_ha=0.010 charge=0 e_above_lowest_ev=5.057 homo_lumo_gap_ev=9.72
C 0.344361 -0.820037 -0.937617 1.7 -3.9 4.1
C -2.293523 2.066315 -0.394899 -0.7 -1.0 1.3
C 0.515578 0.043979 -1.854476 2.0 2.7 -1.8
C -0.503485 0.581554 -2.787214 2.3 -1.7 -0.5
N -2.727020 1.476788 0.524310 0.3 1.3 -1.6
O -3.220771 0.943307 1.489170 0.5 0.1 -0.5
I 2.375869 1.243143 -2.096018 -0.9 -0.9 0.3
H -0.560341 -1.345245 -0.753863 -1.3 0.0 -0.6
H 1.048359 -1.371253 -0.171216 -0.6 2.0 -1.8
H -2.029769 2.519723 -1.351931 -0.3 -0.4 1.1
H -0.734882 1.495267 -2.417865 -0.8 3.0 0.5
H -1.303384 -0.055824 -2.697115 -2.3 -1.4 -0.1
H -0.142188 0.624295 -3.801097 0.0 0.1 -0.3